{
  "formula": "C12H17F3N4O3PtSTe",
  "method": "the ωB97M-V functional and the def2-TZVPD basis",
  "elements": ["F", "H", "C", "C", "H", "Te", "C", "S", "C", "O", "C", "N", "C", "H", "H", "Pt", "O", "H", "C", "F", "H", "H", "H", "H", "H", "O", "H", "C", "C", "H", "H", "C", "H", "H", "C", "H", "N", "C", "N", "F", "H", "N"],
  "coordinates": [[1.17490, -1.35310, 2.05650], [-1.48807, 3.98599, -1.32456], [1.33361, -0.78567, 0.80935], [-1.89149, 1.39921, -0.63141], [-0.35443, 4.43183, 2.10713], [1.88005, -2.62670, -2.23484], [-0.83716, 1.95587, -1.60929], [0.77833, -4.94806, -0.15085], [1.01535, -6.61460, -0.40499], [-2.86930, 2.14160, -0.42190], [-1.51939, -2.15834, -1.62284], [0.36126, 1.12721, -1.69886], [1.67606, -6.87949, -1.57377], [0.11829, 3.82920, -2.01677], [0.60959, 3.05236, 3.19844], [-0.00848, -1.46427, -0.67289], [-1.68672, 0.30534, -0.03463], [0.77944, 2.87141, 0.39158], [2.01270, -5.69808, -2.26678], [2.67533, -0.91939, 0.56084], [0.83761, 1.40736, 3.58908], [-1.31941, 1.94211, -2.58981], [-2.26940, 2.35310, 1.24333], [1.91088, -7.87556, -1.91851], [0.69941, 4.57870, 0.05268], [-2.44280, -2.53240, -2.16682], [1.04487, 1.37731, -0.99663], [-0.85939, 1.79817, 2.56644], [1.58822, -4.55905, -1.61632], [-0.77518, -0.12928, 3.11452], [2.54460, -5.67202, -3.20689], [0.08736, 3.67490, 0.12343], [-1.68743, 4.56314, 0.99630], [0.65193, -7.33195, 0.31410], [-0.87012, 3.90893, 1.29774], [-1.74701, 0.23025, 1.73913], [0.20552, 2.14115, 3.31489], [-0.55378, 3.42868, -1.25280], [-1.48731, 2.69264, 1.81680], [1.22224, 0.58000, 1.09242], [0.79948, 1.21723, -2.60582], [-1.34016, 0.55426, 2.63325]],
  "forces_ev_per_a": [[-0.03, 0.02, 0.02], [0.00, 0.00, 0.01], [0.05, -0.08, 0.01], [0.02, -0.04, -0.07], [0.00, -0.02, -0.01], [-0.21, 0.13, 0.19], [0.00, -0.05, 0.07], [-0.02, -0.01, -0.03], [-0.03, -0.06, 0.01], [-0.14, 0.04, -0.01], [-0.02, -0.15, 0.10], [-0.03, 0.04, -0.16], [-0.02, 0.03, 0.04], [0.01, -0.05, 0.00], [0.00, -0.02, 0.01], [0.24, 0.16, -0.23], [0.06, -0.04, -0.09], [0.01, -0.01, -0.01], [0.02, 0.06, 0.04], [-0.03, -0.05, 0.00], [0.00, 0.02, -0.06], [-0.01, 0.02, 0.00], [-0.09, 0.05, 0.05], [0.00, 0.00, 0.01], [0.00, -0.01, -0.03], [0.03, -0.01, -0.04], [-0.01, -0.06, 0.05], [-0.07, -0.02, -0.03], [0.03, -0.08, -0.06], [-0.02, 0.04, -0.02], [0.01, 0.01, 0.00], [0.08, 0.21, 0.02], [-0.01, -0.02, -0.03], [0.00, 0.00, 0.00], [-0.04, -0.08, 0.01], [-0.01, 0.06, 0.08], [-0.01, 0.02, 0.09], [0.02, -0.03, -0.03], [0.15, -0.05, 0.18], [0.06, -0.03, -0.05], [0.00, 0.07, 0.00], [-0.01, -0.03, -0.03]],
  "lumo_ev": [0.39, -2.02],
  "gap_ha": [0.24889, 0.21444],
  "e_above_lowest_kcal_mol": 0.0,
  "energy_ha": -1997.35302,
  "s2": 2.02,
  "homo_energy_ev": [-6.385, -7.857],
  "spin_multiplicity": 3
}